No. 1
{
  "formula": "C5H16NO",
  "method": "wB97M-V/def2-TZVPD",
  "lumo_ha": -0.1156,
  "e_tot_ev": -8975.0382,
  "total_charge": 1,
  "e_above_lowest_ev": 1.477,
  "homo_ev": -14.321,
  "elements": ["C", "C", "C", "C", "C", "N", "H", "H", "H", "H", "H", "H", "H", "H", "H", "H", "H", "H", "H", "H", "H", "H", "O"],
  "positions_angstrom": [[0.342, -0.445, 0.147], [-0.142, 0.906, -0.344], [-1.514, 1.166, 0.311], [-0.293, 0.646, -1.907], [-0.221, 1.745, -2.909], [0.521, -0.322, 1.725], [-0.496, -1.137, 0.082], [1.307, -0.875, -0.155], [0.417, 1.930, -0.285], [-2.109, 1.984, -0.124], [-1.450, 1.274, 1.390], [-2.272, 0.412, 0.124], [-1.328, 0.373, -1.973], [0.328, -0.221, -2.171], [0.769, 1.920, -3.370], [-0.468, 2.736, -2.430], [-0.940, 1.734, -3.761], [-0.414, -0.186, 2.086], [1.299, 0.208, 2.095], [0.827, -1.312, 1.989], [1.161, -3.650, 1.572], [1.428, -3.350, 3.103], [1.169, -2.963, 2.254]]
}



No. 2
{
  "formula": "C6H10ClF2NO4",
  "method": "wB97M-V/def2-TZVPD",
  "lumo_ha": -0.0185,
  "e_tot_ev": -34015.6673,
  "e_above_lowest_ev": 1.290,
  "homo_ev": -10.202,
  "elements": ["C", "C", "C", "C", "C", "C", "N", "O", "O", "O", "O", "F", "F", "Cl", "H", "H", "H", "H", "H", "H", "H", "H", "H", "H"],
  "positions_angstrom": [[-0.101, -0.853, 1.807], [0.992, 1.073, 0.600], [-1.471, 1.290, -1.047], [-0.449, -0.786, -2.293], [0.473, -0.354, 0.468], [-0.942, -0.181, -0.982], [1.453, -1.210, -0.120], [1.448, -2.378, 0.226], [2.123, -0.716, -1.038], [0.810, -0.512, 2.843], [0.184, 1.926, 1.336], [-0.637, 1.930, -1.810], [-1.914, -1.010, -0.400], [-1.575, -0.292, -3.554], [-0.021, -2.015, 1.707], [-1.144, -0.484, 2.091], [1.250, 1.600, -0.344], [2.097, 1.016, 0.845], [-1.389, 1.811, -0.060], [-2.408, 1.199, -1.561], [-0.353, -1.934, -2.106], [0.535, -0.241, -2.516], [0.588, -0.830, 3.643], [0.448, 1.952, 2.266]]
}



No. 3
{
  "formula": "C6H14NO",
  "method": "wB97M-V/def2-TZVPD",
  "lumo_ha": [0.2284, 0.2222],
  "e_tot_ev": -9980.2785,
  "total_charge": -2,
  "e_above_lowest_ev": 2.102,
  "homo_ev": [4.268, 0.351],
  "multiplicity": 2,
  "elements": ["C", "C", "N", "C", "C", "C", "C", "O", "H", "H", "H", "H", "H", "H", "H", "H", "H", "H", "H", "H", "H", "H"],
  "positions_angstrom": [[0.611, 1.823, 2.485], [0.472, 1.531, 0.939], [-0.113, 0.161, 0.861], [0.869, -2.075, -1.657], [-0.137, -1.790, -0.563], [-0.203, -0.289, -0.575], [-1.567, 0.449, -1.201], [-2.628, 0.143, -0.474], [0.315, 1.041, 3.054], [-0.046, 2.559, 2.901], [1.732, 1.961, 2.686], [-0.152, 2.322, 0.564], [1.331, 1.328, 0.381], [-0.960, 0.143, 1.330], [1.134, -3.093, -1.708], [0.557, -1.606, -2.525], [1.886, -1.617, -1.457], [-1.075, -2.265, -0.745], [0.211, -2.238, 0.382], [0.629, 0.040, -1.223], [-1.232, 1.484, -1.233], [-1.634, -0.013, -2.222]]
}



No. 4
{
  "formula": "C3H4N4O",
  "method": "wB97M-V/def2-TZVPD",
  "lumo_ha": 0.0225,
  "e_tot_ev": -11179.0979,
  "e_above_lowest_ev": 4.871,
  "homo_ev": -9.044,
  "elements": ["C", "N", "N", "C", "O", "C", "N", "N", "H", "H", "H", "H"],
  "positions_angstrom": [[-0.237, -0.963, -1.321], [1.051, -0.782, -1.370], [1.704, -0.739, -0.169], [1.568, 0.221, 0.669], [0.751, 1.381, 0.315], [-0.566, 1.305, 0.902], [-1.385, 0.462, 0.584], [-1.204, -0.645, -0.270], [-0.664, -1.227, -2.371], [1.948, -0.057, 1.685], [-0.941, 2.154, 1.621], [-2.025, -1.112, -0.276]]
}



No. 5
{
  "formula": "C2H3O3S",
  "method": "wB97M-V/def2-TZVPD",
  "lumo_ha": 0.1406,
  "e_tot_ev": -19099.5903,
  "total_charge": -1,
  "e_above_lowest_ev": 2.662,
  "homo_ev": -4.062,
  "elements": ["O", "C", "C", "S", "O", "O", "H", "H", "H"],
  "positions_angstrom": [[-2.618, 0.138, 0.742], [-1.451, 0.491, 0.512], [-0.349, -0.275, 0.357], [1.333, 0.152, 0.175], [2.236, -0.713, 0.897], [1.572, 1.603, 0.097], [-1.351, 1.618, 0.232], [-0.424, -1.456, 0.445], [1.589, -0.462, -1.269]]
}



No. 6
{
  "formula": "C14H29CuNO4S",
  "method": "wB97M-V/def2-TZVPD",
  "lumo_ha": 0.0972,
  "e_tot_ev": -80141.4295,
  "total_charge": -1,
  "homo_ev": -2.343,
  "elements": ["Cu", "C", "C", "C", "C", "C", "C", "N", "O", "C", "C", "C", "H", "H", "H", "H", "H", "H", "H", "H", "H", "H", "H", "H", "H", "H", "H", "H", "H", "H", "C", "O", "H", "H", "H", "C", "C", "C", "S", "O", "O", "C", "H", "H", "H", "H", "H", "H", "H", "H"],
  "positions_angstrom": [[0.335, -1.000, -0.116], [2.990, 1.940, -2.222], [1.961, 1.338, -1.231], [1.166, 2.497, -0.596], [0.210, 3.095, -1.617], [-0.799, 2.015, -1.998], [-0.133, 0.733, -2.565], [1.038, 0.357, -1.754], [1.624, -0.887, -2.044], [0.223, 0.951, -4.037], [-1.143, -0.387, -2.396], [2.760, 0.764, -0.063], [3.876, 1.301, -2.217], [3.237, 2.990, -2.069], [2.662, 1.868, -3.261], [1.874, 3.292, -0.333], [0.649, 2.183, 0.312], [0.695, 3.404, -2.545], [-0.309, 3.952, -1.179], [-1.342, 2.383, -2.881], [-1.527, 1.766, -1.227], [0.761, 0.077, -4.407], [0.871, 1.819, -4.165], [-0.674, 1.133, -4.635], [-2.047, -0.147, -2.981], [-1.513, -0.445, -1.365], [-0.846, -1.385, -2.711], [2.181, 0.399, 0.795], [3.302, 1.602, 0.403], [3.491, 0.013, -0.355], [0.179, -4.068, 0.320], [-0.190, -2.794, 0.764], [1.255, -4.216, 0.487], [-0.471, -4.768, 0.870], [-0.028, -4.237, -0.751], [-1.257, -2.141, 4.339], [-2.717, -1.962, 3.871], [-2.902, -0.482, 3.632], [-1.377, 0.056, 2.850], [-0.953, 1.256, 3.535], [-1.496, 0.094, 1.421], [-0.437, -1.403, 3.281], [-0.995, -3.186, 4.476], [-1.158, -1.613, 5.295], [-3.358, -2.332, 4.679], [-3.008, -2.569, 3.014], [-3.053, 0.127, 4.523], [-3.728, -0.179, 2.986], [0.602, -1.163, 3.489], [-0.480, -2.042, 2.375]]
}